The following is a DFT calculation (wB97M-V/def2-TZVPD) of C4H8O2 as an isolated structure.

Summary:
HOMO level	-8.24	eV
max |F|	0.633	eV Å⁻¹
ΔE to the lowest compared entry with this formula, charge and spin	114.9	kcal per mole
Kohn-Sham gap	9.0	eV

Cartesian coordinates (Å):
C (0.360, -0.322, -1.989)
C (0.777, -0.970, -0.683)
C (0.063, -0.827, 1.051)
O (-0.814, -0.646, 0.131)
O (0.129, 0.135, 1.976)
C (-0.806, 1.224, 1.890)
H (1.162, -0.503, -2.716)
H (-0.569, -0.752, -2.366)
H (0.232, 0.758, -1.881)
H (0.838, -2.051, -0.717)
H (1.723, -0.545, -0.339)
H (-0.643, 1.820, 2.789)
H (-0.616, 1.821, 0.995)
H (-1.835, 0.858, 1.859)

***

The following is a DFT calculation (wB97M-V/def2-TZVPD) of an isolated ion of composition C5H8NO and charge +1.

Summary:
HOMO level	-14.69	eV
total charge	+1
max |F|	4.837	eV Å⁻¹
ΔE to the lowest compared entry with this formula, charge and spin	96.4	kcal per mole
Kohn-Sham gap	9.6	eV
SMILES	C=[N+]1C[C@H]1[C@H]1CO1

Cartesian coordinates (Å):
C (-2.007, -0.954, -0.037)
N (-1.327, 0.080, -0.030)
C (-1.030, 1.459, 0.022)
C (0.010, 0.503, -0.353)
C (1.266, 0.225, 0.432)
C (2.053, -0.898, -0.135)
O (2.558, 0.441, -0.072)
H (-1.652, -2.028, -0.256)
H (-3.180, -0.869, 0.091)
H (-1.066, 1.709, 1.028)
H (-1.624, 2.246, -0.441)
H (0.363, 0.571, -1.343)
H (1.070, 0.373, 1.570)
H (2.711, -1.473, 0.556)
H (1.855, -1.387, -1.031)

***

The following is a DFT calculation (wB97M-V/def2-TZVPD) of C16H14BrFRu as an isolated structure.

Summary:
spin multiplicity	6
HOMO level (spin up / spin down)	-1.04 / -4.19	eV
total charge	-1
max |F|	3.940	eV Å⁻¹
ΔE to the lowest compared entry with this formula, charge and spin	0.0	kcal per mole
Kohn-Sham gap (spin up / spin down)	4.4 / 5.6	eV

Cartesian coordinates (Å):
C (-2.435, -0.461, -0.801)
C (-2.353, -0.943, 0.540)
C (-2.042, 0.161, 1.392)
H (-2.530, -1.971, 0.844)
C (-1.863, 1.336, 0.573)
C (-2.129, 0.943, -0.799)
H (-2.168, 1.614, -1.658)
H (-2.736, -1.042, -1.665)
H (-2.002, 0.132, 2.473)
H (-1.661, 2.341, 0.916)
Ru (-0.276, 0.011, 0.046)
Br (2.052, 0.323, -0.436)
C (1.850, 0.999, -3.257)
C (0.828, 1.793, -3.841)
C (-0.131, 0.918, -4.427)
H (0.814, 2.881, -3.855)
C (0.289, -0.431, -4.181)
C (1.508, -0.382, -3.451)
H (2.078, -1.242, -3.106)
H (2.744, 1.402, -2.779)
H (-1.014, 1.219, -4.988)
H (-0.219, -1.331, -4.520)
F (1.401, -1.271, 5.774)
C (1.263, -0.978, 4.436)
C (1.049, 0.350, 4.074)
C (0.730, 0.604, 2.736)
C (0.669, -0.434, 1.815)
C (0.969, -1.741, 2.188)
C (1.282, -2.029, 3.522)
H (1.109, 1.170, 4.787)
H (0.495, 1.601, 2.381)
H (0.911, -2.504, 1.421)
H (1.519, -3.041, 3.846)

***

The following is a DFT calculation (wB97M-V/def2-TZVPD) of C18H18N2O8W as an isolated structure.

Summary:
HOMO level	-16.37	eV
total charge	+2
max |F|	0.120	eV Å⁻¹
ΔE to the lowest compared entry with this formula, charge and spin	0.0	kcal per mole
Kohn-Sham gap	7.2	eV

Cartesian coordinates (Å):
W (-0.605, -0.088, -0.391)
O (-2.188, -0.857, 0.580)
C (-2.038, 0.077, 1.514)
O (-1.925, 1.247, 1.134)
C (-1.393, -0.408, 2.767)
C (-1.871, -0.564, 4.052)
C (-0.973, -1.008, 5.006)
C (0.354, -1.282, 4.737)
C (0.824, -1.106, 3.450)
C (-0.053, -0.682, 2.465)
O (0.294, -0.512, 1.139)
N (2.250, -1.361, 3.155)
O (2.657, -0.976, 2.074)
O (2.889, -1.918, 4.004)
N (-1.464, -1.191, 6.399)
O (-0.656, -1.575, 7.207)
O (-2.629, -0.933, 6.591)
H (-2.896, -0.355, 4.329)
H (1.017, -1.623, 5.522)
C (2.201, 0.988, -1.596)
O (0.883, 1.267, -0.973)
H (2.597, 1.928, -1.966)
H (2.004, 0.298, -2.409)
H (2.845, 0.547, -0.839)
H (0.931, 2.104, -0.485)
C (-2.187, -2.181, -3.052)
C (-0.920, -1.313, -2.969)
C (0.090, -1.768, -4.027)
C (-0.268, -1.492, -1.590)
C (-1.231, 0.186, -3.038)
C (-0.617, 1.058, -3.920)
C (-0.832, 2.432, -3.818)
C (-1.630, 2.981, -2.816)
C (-2.266, 2.138, -1.928)
C (-2.067, 0.742, -2.025)
H (-1.926, -3.234, -2.948)
H (-2.653, -2.041, -4.028)
H (-2.917, -1.939, -2.280)
H (0.289, -2.832, -3.909)
H (1.040, -1.236, -3.966)
H (-0.328, -1.616, -5.023)
H (0.225, -2.447, -1.396)
H (0.013, 0.683, -4.714)
H (-0.365, 3.089, -4.542)
H (-1.783, 4.050, -2.764)
H (-2.934, 2.524, -1.169)
H (-2.806, 0.096, -1.544)

***

The following is a DFT calculation (wB97M-V/def2-TZVPD) of a 9-piece molecular cluster, H19O9 overall.

Summary:
HOMO level	-13.42	eV
total charge	+1
max |F|	2.439	eV Å⁻¹
ΔE to the lowest compared entry with this formula, charge and spin	57.5	kcal per mole
Kohn-Sham gap	9.7	eV

Cartesian coordinates (Å):
O (-0.198, 2.529, 1.467)
H (0.734, 2.313, 1.388)
H (1.495, -3.396, -0.302)
O (-0.817, -2.488, -0.326)
H (-1.454, -2.049, -0.905)
O (-0.503, 1.442, -1.015)
H (-0.705, -0.088, 3.795)
H (-0.277, 2.067, -0.183)
O (0.094, 0.035, 3.275)
H (-0.341, 3.475, 1.365)
H (-0.186, -1.770, -0.164)
O (1.480, 2.705, -0.432)
H (-0.182, -3.187, -1.951)
H (2.022, 1.905, -0.329)
O (0.599, -3.716, -2.181)
H (1.036, -3.271, -2.913)
H (1.999, 3.515, -0.420)
O (1.205, -0.291, 0.555)
H (-1.518, 1.494, -1.066)
H (0.720, -0.125, 1.377)
O (-3.049, 1.140, -1.527)
H (0.193, 0.971, 3.088)
H (1.805, -1.019, 0.792)
O (1.973, -3.250, 0.544)
H (-3.434, 1.607, -2.282)
H (-3.809, 1.267, -0.933)
H (-0.263, 2.036, -1.736)
H (1.382, -3.852, 1.020)

***

Number 1: E -8368.299 eV. Number 2: E -8840.581 eV. Number 3: E -92156.489 eV. Number 4: E -40119.685 eV. Number 5: E -18729.189 eV.